Entry 1:
# C11H17F4N2O3

2 unconnected molecules or ions with the total composition C11H17F4N2O3 in a non-equilibrium geometry (ωB97M-V/def2-TZVPD, the OMol25 dataset).

Values from the calculation:
net charge	+1
energy above the lowest of the compared OMol25 structures with the same formula, charge and spin	0.0	kcal/mol
HOMO level	-12.69	eV

Bonds (Å) are listed after each position.
Positions of all 37 atoms, in Å:
1 N -3.425 0.548 0.725  C2 1.357, H14 1.012, H15 1.014
2 C -2.502 1.446 1.153  N1 1.357, N3 1.283, C6 1.501
3 N -2.820 2.325 2.032  C2 1.283, C4 1.459, H16 1.011
4 C -1.656 3.111 2.428  N3 1.459, C5 1.518, H17 1.096, H18 1.079
5 C -0.633 2.846 1.338  C4 1.518, C6 1.540, H19 1.089, H20 1.078
6 C -1.057 1.487 0.751  C2 1.501, C5 1.540, C7 1.541, C10 1.542
7 C -0.311 0.259 1.310  C6 1.541, C8 1.512, H21 1.080, H22 1.081
8 C -0.600 -0.054 2.760  C7 1.512, F9 1.368, H23 1.084, H24 1.090
9 F 0.097 0.775 3.597  C8 1.368
10 C -0.897 1.443 -0.782  C6 1.542, F11 1.299, F12 1.305, F13 1.323
11 F 0.168 0.791 -1.140  C10 1.299
12 F -0.818 2.630 -1.319  C10 1.305
13 F -1.923 0.833 -1.352  C10 1.323
14 H -4.165 0.380 1.394  N1 1.012
15 H -3.767 0.706 -0.216  N1 1.014
16 H -3.730 2.459 2.450  N3 1.011
17 H -1.237 2.612 3.310  C4 1.096
18 H -1.785 4.127 2.766  C4 1.079
19 H -0.741 3.693 0.663  C5 1.089
20 H 0.391 2.931 1.665  C5 1.078
21 H -0.530 -0.632 0.739  C7 1.080
22 H 0.747 0.468 1.243  C7 1.081
23 H -0.238 -1.057 2.954  C8 1.084
24 H -1.656 -0.053 3.030  C8 1.090
25 C 2.561 -0.945 -2.630  C26 1.508, H32 1.090, H33 1.090, H34 1.091
26 C 2.746 -2.425 -2.853  C25 1.508, C27 1.509, O31 1.435, H35 1.094
27 C 1.574 -3.282 -2.442  C26 1.509, O28 1.429, H36 1.088, H37 1.094
28 O 2.204 -4.530 -2.147  C27 1.429, C29 1.364
29 C 3.486 -4.259 -1.767  O28 1.364, O30 1.183, O31 1.364
30 O 4.229 -5.044 -1.287  C29 1.183
31 O 3.785 -2.951 -2.014  C26 1.435, C29 1.364
32 H 3.501 -0.416 -2.779  C25 1.090
33 H 1.818 -0.540 -3.317  C25 1.090
34 H 2.240 -0.742 -1.606  C25 1.091
35 H 3.028 -2.617 -3.892  C26 1.094
36 H 0.833 -3.401 -3.230  C27 1.088
37 H 1.082 -2.921 -1.533  C27 1.094

Entry 2:
# C11H17FN2O5S

C11H17FN2O5S in the gas phase (ωB97M-V/def2-TZVPD, the OMol25 dataset).

Values from the calculation:
HOMO level	-9.69	eV

Bonds (Å) are listed after each position.
Positions of all 37 atoms, in Å:
1 C 4.691 -0.186 0.413  C2 1.512, H21 1.092, H22 1.089, H23 1.090
2 C 3.330 0.165 -0.142  C1 1.512, O3 1.417, H24 1.098, H25 1.099
3 O 2.532 -1.006 -0.154  C2 1.417, C4 1.404
4 C 1.364 -0.904 -0.926  O3 1.404, C5 1.517, H26 1.092, H27 1.099
5 C 0.324 0.011 -0.308  C4 1.517, N6 1.478, C17 1.554, H28 1.091
6 N 0.043 -0.291 1.110  C5 1.478, C7 1.416, H29 1.015
7 C -1.319 0.036 1.317  N6 1.416, O8 1.191, C9 1.541
8 O -1.791 0.559 2.276  C7 1.191
9 C -2.063 -0.320 0.015  C7 1.541, S10 1.802, C11 1.533, C17 1.550
10 S -3.700 0.407 -0.191  C9 1.802, H30 1.341
11 C -2.220 -1.844 0.082  C9 1.533, O12 1.190, N13 1.456
12 O -1.689 -2.612 -0.656  C11 1.190
13 N -3.103 -2.283 1.153  C11 1.456, C14 1.397, H31 1.015
14 C -2.522 -2.817 2.305  N13 1.397, O15 1.178, F16 1.358
15 O -3.043 -2.979 3.348  C14 1.178
16 F -1.205 -3.096 2.122  C14 1.358
17 C -1.025 0.026 -1.082  C5 1.554, C9 1.550, O18 1.398, H32 1.088
18 O -1.267 1.182 -1.830  C17 1.398, C19 1.429
19 C -1.247 2.433 -1.141  O18 1.429, C20 1.535, H33 1.094, H34 1.089
20 C 0.081 3.188 -1.297  C19 1.535, H35 1.090, H36 1.092, H37 1.089
21 H 5.280 0.727 0.520  C1 1.092
22 H 5.230 -0.867 -0.244  C1 1.089
23 H 4.586 -0.635 1.400  C1 1.090
24 H 2.866 0.937 0.486  C2 1.098
25 H 3.407 0.574 -1.159  C2 1.099
26 H 0.965 -1.916 -1.031  C4 1.092
27 H 1.585 -0.526 -1.934  C4 1.099
28 H 0.704 1.032 -0.295  C5 1.091
29 H 0.296 -1.227 1.411  N6 1.015
30 H -3.936 0.472 1.128  S10 1.341
31 H -3.814 -2.900 0.774  N13 1.015
32 H -1.045 -0.789 -1.802  C17 1.088
33 H -1.507 2.299 -0.088  C19 1.094
34 H -2.054 3.017 -1.580  C19 1.089
35 H 0.773 2.618 -1.917  C20 1.090
36 H 0.564 3.350 -0.331  C20 1.092
37 H -0.071 4.166 -1.750  C20 1.089

Entry 3:
# C11H17FO8

2 unconnected molecules or ions with the total composition C11H17FO8 in a non-equilibrium geometry (ωB97M-V/def2-TZVPD, the OMol25 dataset).

Values from the calculation:
HOMO level	-10.72	eV

Bonds (Å) are listed after each position.
Positions of all 37 atoms, in Å:
1 O -4.827 -0.771 0.035  C2 1.147
2 C -4.038 0.054 0.140  O1 1.147, O3 1.364, C4 1.548
3 O -4.321 1.349 -0.181  C2 1.364, H14 0.970
4 C -2.593 -0.201 0.633  C2 1.548, C5 1.535, H15 1.098, H16 1.094
5 C -2.400 -1.706 0.866  C4 1.535, C6 1.565, H17 1.097, H18 1.092
6 C -1.139 -2.117 1.696  C5 1.565, C7 1.523, H19 1.098, H20 1.095
7 C -0.710 -1.167 2.806  C6 1.523, O8 1.432, C12 1.516, H21 1.107
8 O -1.712 -0.682 3.708  C7 1.432, C9 1.364
9 C -1.325 0.587 4.025  O8 1.364, O10 1.137, O11 1.396
10 O -1.970 1.411 4.469  C9 1.137
11 O 0.025 0.761 3.714  C9 1.396, C12 1.423
12 C 0.106 0.067 2.473  C7 1.516, O11 1.423, F13 1.337, H22 1.100
13 F 1.326 -0.180 1.986  C12 1.337
14 H -3.710 1.872 0.362  O3 0.970
15 H -1.949 0.116 -0.199  C4 1.098
16 H -2.471 0.420 1.526  C4 1.094
17 H -2.282 -2.164 -0.124  C5 1.097
18 H -3.278 -2.186 1.303  C5 1.092
19 H -1.404 -3.059 2.194  C6 1.098
20 H -0.308 -2.369 1.030  C6 1.095
21 H -0.010 -1.744 3.440  C7 1.107
22 H -0.344 0.764 1.750  C12 1.100
23 C 2.733 -0.711 -4.388  C24 1.515, H30 1.091, H31 1.090, H32 1.090
24 C 2.485 0.782 -4.329  C23 1.515, O25 1.434, H33 1.089, H34 1.090
25 O 1.812 1.149 -3.117  C24 1.434, C26 1.336
26 C 2.591 1.251 -2.037  O25 1.336, O27 1.204, O28 1.337
27 O 3.782 1.078 -1.999  C26 1.204
28 O 1.813 1.568 -0.996  C26 1.337, C29 1.430
29 C 2.506 1.649 0.252  O28 1.430, H35 1.089, H36 1.085, H37 1.086
30 H 1.802 -1.259 -4.234  C23 1.091
31 H 3.154 -0.992 -5.354  C23 1.090
32 H 3.426 -1.023 -3.606  C23 1.090
33 H 1.825 1.079 -5.144  C24 1.089
34 H 3.411 1.347 -4.440  C24 1.090
35 H 3.363 2.317 0.186  C29 1.089
36 H 2.820 0.660 0.568  C29 1.085
37 H 1.810 2.049 0.984  C29 1.086

Entry 4:
# C11H17NO

C11H17NO in the gas phase in a non-equilibrium geometry (ωB97M-V/def2-TZVPD, the OMol25 dataset).

Values from the calculation:
energy above the lowest of the compared OMol25 structures with the same formula, charge and spin	114.7	kcal/mol
HOMO level (alpha / beta)	-6.57 / -6.39	eV

Bonds (Å) are listed after each position.
Positions of all 30 atoms, in Å:
1 C -0.675 1.172 -0.458  C7 1.403, N12 1.396, O13 1.240
2 C 1.905 -0.926 -1.474  C4 1.466, C5 1.475, H14 1.096, H15 1.096
3 C 3.011 0.398 0.212  C4 1.587, C6 1.544, H16 1.052, H17 1.118
4 C 2.939 -1.046 -0.442  C2 1.466, C3 1.587, C5 1.487, H18 1.145
5 C 1.502 -1.154 -0.074  C2 1.475, C4 1.487, C6 1.511, H19 1.126
6 C 1.519 0.215 0.566  C3 1.544, C5 1.511, C7 1.495, H20 1.088
7 C 0.634 1.296 0.033  C1 1.403, C6 1.495, C9 1.567
8 C -2.446 -0.496 -0.001  C10 1.498, C11 1.549, N12 1.316
9 C 1.111 2.748 0.376  C7 1.567, H21 1.079, H22 1.029, H23 1.121
10 C -3.627 0.315 -0.438  C8 1.498, H24 1.059, H25 1.075, H26 1.149
11 C -2.781 -1.789 0.784  C8 1.549, H27 1.039, H28 1.039, H29 1.151
12 N -1.206 -0.079 -0.137  C1 1.396, C8 1.316, H30 0.941
13 O -1.480 2.041 -0.826  C1 1.240
14 H 1.615 0.066 -1.838  C2 1.096
15 H 1.865 -1.749 -2.196  C2 1.096
16 H 3.601 0.516 1.075  C3 1.052
17 H 3.097 1.187 -0.577  C3 1.118
18 H 3.811 -1.787 -0.412  C4 1.145
19 H 1.030 -1.992 0.509  C5 1.126
20 H 1.242 0.322 1.612  C6 1.088
21 H 0.263 3.378 0.159  C9 1.079
22 H 1.958 2.995 -0.153  C9 1.029
23 H 1.064 2.813 1.495  C9 1.121
24 H -3.354 1.255 -0.842  C10 1.059
25 H -4.192 0.672 0.404  C10 1.075
26 H -4.337 -0.183 -1.191  C10 1.149
27 H -1.911 -2.349 0.873  C11 1.039
28 H -3.493 -2.387 0.320  C11 1.039
29 H -3.244 -1.650 1.829  C11 1.151
30 H -0.519 -0.702 0.016  N12 0.941

Q: Which formula does entry 4 have?
A: C11H17NO

Copy entry 2 word for word.
# C11H17FN2O5S

C11H17FN2O5S in the gas phase (ωB97M-V/def2-TZVPD, the OMol25 dataset).

Values from the calculation:
HOMO level	-9.69	eV

Bonds (Å) are listed after each position.
Positions of all 37 atoms, in Å:
1 C 4.691 -0.186 0.413  C2 1.512, H21 1.092, H22 1.089, H23 1.090
2 C 3.330 0.165 -0.142  C1 1.512, O3 1.417, H24 1.098, H25 1.099
3 O 2.532 -1.006 -0.154  C2 1.417, C4 1.404
4 C 1.364 -0.904 -0.926  O3 1.404, C5 1.517, H26 1.092, H27 1.099
5 C 0.324 0.011 -0.308  C4 1.517, N6 1.478, C17 1.554, H28 1.091
6 N 0.043 -0.291 1.110  C5 1.478, C7 1.416, H29 1.015
7 C -1.319 0.036 1.317  N6 1.416, O8 1.191, C9 1.541
8 O -1.791 0.559 2.276  C7 1.191
9 C -2.063 -0.320 0.015  C7 1.541, S10 1.802, C11 1.533, C17 1.550
10 S -3.700 0.407 -0.191  C9 1.802, H30 1.341
11 C -2.220 -1.844 0.082  C9 1.533, O12 1.190, N13 1.456
12 O -1.689 -2.612 -0.656  C11 1.190
13 N -3.103 -2.283 1.153  C11 1.456, C14 1.397, H31 1.015
14 C -2.522 -2.817 2.305  N13 1.397, O15 1.178, F16 1.358
15 O -3.043 -2.979 3.348  C14 1.178
16 F -1.205 -3.096 2.122  C14 1.358
17 C -1.025 0.026 -1.082  C5 1.554, C9 1.550, O18 1.398, H32 1.088
18 O -1.267 1.182 -1.830  C17 1.398, C19 1.429
19 C -1.247 2.433 -1.141  O18 1.429, C20 1.535, H33 1.094, H34 1.089
20 C 0.081 3.188 -1.297  C19 1.535, H35 1.090, H36 1.092, H37 1.089
21 H 5.280 0.727 0.520  C1 1.092
22 H 5.230 -0.867 -0.244  C1 1.089
23 H 4.586 -0.635 1.400  C1 1.090
24 H 2.866 0.937 0.486  C2 1.098
25 H 3.407 0.574 -1.159  C2 1.099
26 H 0.965 -1.916 -1.031  C4 1.092
27 H 1.585 -0.526 -1.934  C4 1.099
28 H 0.704 1.032 -0.295  C5 1.091
29 H 0.296 -1.227 1.411  N6 1.015
30 H -3.936 0.472 1.128  S10 1.341
31 H -3.814 -2.900 0.774  N13 1.015
32 H -1.045 -0.789 -1.802  C17 1.088
33 H -1.507 2.299 -0.088  C19 1.094
34 H -2.054 3.017 -1.580  C19 1.089
35 H 0.773 2.618 -1.917  C20 1.090
36 H 0.564 3.350 -0.331  C20 1.092
37 H -0.071 4.166 -1.750  C20 1.089